{
  "formula": "C4H9NO2",
  "method": "ωB97M-V with the def2-TZVPD basis set",
  "lumo_energy_ev": 0.936,
  "smiles": "CCCOC(N)=O",
  "homo_ev": -10.42,
  "orbital_gap_ev": 11.352,
  "symbols": ["C", "C", "C", "O", "C", "N", "O", "H", "H", "H", "H", "H", "H", "H", "H", "H"],
  "xyz": [[0.068, -1.613, -2.096], [-0.386, -0.384, -1.313], [0.062, -0.445, 0.135], [-0.395, 0.741, 0.796], [0.441, 1.280, 1.710], [-0.131, 2.389, 2.261], [1.528, 0.837, 2.013], [-0.344, -2.533, -1.666], [-0.257, -1.558, -3.140], [1.161, -1.701, -2.090], [0.024, 0.527, -1.764], [-1.478, -0.288, -1.349], [-0.371, -1.312, 0.649], [1.150, -0.505, 0.223], [0.482, 2.984, 2.794], [-0.920, 2.809, 1.799]]
}


{
  "formula": "C5H9NO",
  "method": "ωB97M-V with the def2-TZVPD basis set",
  "lumo_energy_ev": 0.969,
  "smiles": "CC1(C)COC=N1",
  "homo_ev": -9.71,
  "orbital_gap_ev": 10.675,
  "symbols": ["C", "C", "C", "C", "O", "C", "N", "H", "H", "H", "H", "H", "H", "H", "H", "H"],
  "xyz": [[0.855, 1.224, 0.590], [0.173, 0.049, -0.122], [1.203, -0.911, -0.697], [-0.801, -0.754, 0.744], [-2.073, -0.110, 0.527], [-1.895, 0.500, -0.676], [-0.728, 0.608, -1.155], [1.421, 1.807, -0.145], [1.554, 0.874, 1.358], [0.132, 1.900, 1.060], [1.717, -1.434, 0.121], [0.707, -1.661, -1.321], [1.947, -0.382, -1.295], [-0.899, -1.772, 0.347], [-0.525, -0.802, 1.800], [-2.802, 0.860, -1.157]]
}


{
  "formula": "C30H48F4O30",
  "method": "ωB97M-V with the def2-TZVPD basis set",
  "lumo_energy_ev": -0.053,
  "smiles": "O=C1OC[C@@H](F)O1.O=C1OC[C@@H](F)O1.O=C1OC[C@@H](F)O1.O=C1OC[C@@H](F)O1.COC(=O)OC.COC(=O)OC.COC(=O)OC.COC(=O)OC.COC(=O)OC.COC(=O)OC",
  "homo_ev": -10.56,
  "orbital_gap_ev": 10.504,
  "symbols": ["O", "C", "O", "C", "C", "F", "O", "H", "H", "H", "O", "C", "O", "C", "C", "F", "O", "H", "H", "H", "O", "C", "O", "C", "C", "F", "O", "H", "H", "H", "O", "C", "O", "C", "C", "F", "O", "H", "H", "H", "C", "O", "C", "O", "O", "C", "H", "H", "H", "H", "H", "H", "C", "O", "C", "O", "O", "C", "H", "H", "H", "H", "H", "H", "C", "O", "C", "O", "O", "C", "H", "H", "H", "H", "H", "H", "C", "O", "C", "O", "O", "C", "H", "H", "H", "H", "H", "H", "C", "O", "C", "O", "O", "C", "H", "H", "H", "H", "H", "H", "C", "O", "C", "O", "O", "C", "H", "H", "H", "H", "H", "H"],
  "xyz": [[-36.378, 0.135, -7.993], [-36.551, -0.728, -8.864], [-36.042, -0.695, -10.166], [-36.068, -2.005, -10.595], [-37.215, -2.611, -9.882], [-37.075, -3.894, -9.584], [-37.168, -1.924, -8.658], [-36.260, -1.977, -11.667], [-35.103, -2.485, -10.430], [-38.129, -2.543, -10.473], [-36.831, -8.543, -4.846], [-36.888, -7.397, -5.371], [-37.584, -6.338, -5.044], [-37.195, -5.163, -5.714], [-36.093, -5.687, -6.629], [-34.947, -5.187, -6.333], [-36.072, -7.114, -6.348], [-38.059, -4.695, -6.185], [-36.749, -4.403, -5.072], [-36.381, -5.415, -7.645], [-35.145, -3.367, -13.477], [-34.492, -3.737, -14.460], [-34.616, -3.279, -15.706], [-34.369, -4.344, -16.557], [-33.188, -4.905, -15.831], [-31.994, -4.436, -16.203], [-33.562, -4.682, -14.458], [-35.184, -5.063, -16.473], [-34.141, -4.001, -17.566], [-33.105, -5.957, -16.102], [-42.652, 0.896, -11.127], [-41.483, 0.899, -11.574], [-40.571, 1.860, -11.334], [-39.333, 1.492, -11.904], [-39.486, 0.114, -12.516], [-38.987, -0.814, -11.712], [-40.918, -0.047, -12.287], [-38.962, 2.210, -12.636], [-38.617, 1.553, -11.084], [-39.024, 0.050, -13.501], [-40.989, -6.972, -5.893], [-40.253, -6.836, -7.121], [-40.685, -5.958, -8.219], [-41.578, -5.116, -8.313], [-39.697, -6.105, -9.159], [-39.771, -5.295, -10.359], [-40.245, -7.251, -5.147], [-41.621, -7.858, -5.964], [-41.445, -6.020, -5.622], [-39.793, -4.215, -10.216], [-40.653, -5.592, -10.927], [-38.980, -5.422, -11.098], [-33.884, 7.624, -7.022], [-34.754, 6.556, -7.503], [-35.085, 5.518, -6.687], [-34.871, 5.391, -5.446], [-35.874, 4.673, -7.418], [-36.441, 3.545, -6.804], [-33.004, 7.710, -7.660], [-33.464, 7.367, -6.049], [-34.408, 8.574, -6.919], [-37.242, 3.836, -6.124], [-35.616, 3.005, -6.339], [-36.982, 2.873, -7.469], [-28.599, -0.675, -9.509], [-29.799, -0.124, -8.997], [-30.829, -0.857, -8.857], [-30.939, -1.982, -9.328], [-31.779, -0.248, -8.066], [-33.050, -0.873, -7.846], [-28.090, -1.310, -8.783], [-27.984, 0.154, -9.858], [-28.748, -1.308, -10.383], [-33.645, -0.924, -8.759], [-33.549, -0.341, -7.036], [-32.908, -1.910, -7.544], [-35.259, 1.026, -4.577], [-34.043, 1.612, -5.043], [-32.807, 0.990, -4.801], [-32.614, -0.036, -4.121], [-31.841, 1.860, -5.206], [-30.489, 1.428, -5.131], [-35.977, 1.836, -4.446], [-35.075, 0.656, -3.568], [-35.637, 0.194, -5.171], [-30.341, 0.616, -5.844], [-30.277, 1.055, -4.129], [-29.758, 2.192, -5.393], [-35.113, -8.774, -10.122], [-34.807, -7.375, -10.156], [-33.620, -7.013, -10.486], [-32.637, -7.700, -10.697], [-33.661, -5.656, -10.595], [-32.436, -4.888, -10.736], [-34.539, -9.293, -9.354], [-34.838, -9.295, -11.040], [-36.181, -8.859, -9.923], [-32.208, -4.788, -11.797], [-31.548, -5.209, -10.192], [-32.715, -3.868, -10.471], [-30.666, -1.966, -17.025], [-30.645, -2.186, -15.588], [-31.146, -1.256, -14.749], [-31.623, -0.200, -15.095], [-31.298, -1.900, -13.544], [-32.275, -1.398, -12.637], [-29.703, -2.276, -17.431], [-30.736, -0.937, -17.377], [-31.464, -2.581, -17.439], [-31.771, -0.863, -11.833], [-32.699, -2.245, -12.098], [-33.121, -0.849, -13.051]]
}


{
  "formula": "C9H7N2O5Ti",
  "method": "ωB97M-V with the def2-TZVPD basis set",
  "lumo_energy_ev": [-10.242, -10.067],
  "homo_ev": [-17.05, -17.06],
  "spin_multiplicity": 2,
  "s2": 0.755,
  "orbital_gap_ev": [6.807, 6.995],
  "charge": 2,
  "symbols": ["O", "C", "Ti", "C", "O", "C", "O", "C", "O", "C", "O", "H", "C", "N", "C", "C", "N", "C", "H", "H", "H", "H", "H", "H"],
  "xyz": [[-0.002, 2.225, -5.035], [-0.004, 1.895, -3.938], [0.288, -0.358, 0.195], [-0.364, 0.793, 1.970], [-0.562, 1.063, 3.077], [-0.079, -2.378, -0.316], [-0.345, -3.471, -0.630], [2.136, 0.146, -0.532], [3.227, 0.317, -0.926], [-1.813, -0.052, -0.180], [-2.935, 0.064, -0.453], [0.053, -0.022, -1.399], [4.192, -1.021, 4.130], [3.023, -1.356, 3.327], [2.224, -2.485, 3.454], [1.216, -2.364, 2.543], [1.483, -1.228, 1.786], [2.551, -0.611, 2.299], [3.944, -0.908, 5.196], [4.952, -1.808, 4.027], [4.617, -0.071, 3.781], [2.397, -3.232, 4.200], [0.343, -2.968, 2.357], [2.968, 0.372, 2.020]]
}


no.,maximum force (eV/A)
1,0.43
2,0.40
3,5.66
4,8.00